[1]
Molecular formula: C28H40ClN2O14
Method: DFT, ωB97M-V/def2-TZVPD

- max |F| (eV Å⁻¹) = 11.1
- 2S+1 = 1
- energy relative to the best compared isomer or geometry (same formula, charge and spin) (kcal/mol) = 576.34
- Kohn-Sham gap (Ha) = 0.2673
- net charge = -1

Each line ends with the Mulliken charge.
Cartesian coordinates (Å):
Cl  -0.195  0.478  0.662  1.865
O  -0.738  1.368  -0.226  -0.505
O  -0.130  1.016  1.955  -0.354
O  -0.886  -0.720  0.526  -0.867
O  1.164  0.384  0.176  -1.781
O  -6.151  1.482  1.419  -0.661
C  -4.950  1.381  1.601  0.386
O  -4.281  1.792  2.646  -0.383
C  -3.071  1.052  2.853  -0.491
C  -2.846  0.469  1.444  1.160
C  -4.240  0.416  0.772  -0.223
H  -3.064  0.329  3.669  0.215
H  -2.207  1.698  3.005  0.274
H  -2.450  -0.546  1.491  -0.043
H  -2.155  1.105  0.891  -0.144
H  -4.620  -0.603  0.849  0.115
H  -4.386  0.771  -0.249  -0.091
O  3.356  3.160  -4.112  -0.676
C  3.084  2.253  -3.314  0.312
O  2.079  2.252  -2.423  -0.550
C  2.128  1.102  -1.548  2.210
C  3.020  0.131  -2.424  -1.031
C  3.969  1.081  -3.164  -0.492
H  1.118  0.696  -1.499  -1.165
H  2.529  1.517  -0.623  -1.460
H  2.366  -0.270  -3.199  0.502
H  3.440  -0.727  -1.901  0.422
H  4.351  0.562  -4.043  0.457
H  4.744  1.317  -2.435  0.237
O  2.282  5.804  2.005  -0.681
C  1.996  4.689  1.585  0.352
O  1.298  3.800  2.273  -0.505
C  0.909  2.642  1.604  0.562
C  1.896  2.692  0.417  2.244
C  2.431  4.104  0.247  -0.651
H  -0.138  2.562  1.311  -0.129
H  0.960  1.713  2.173  0.516
H  1.412  2.369  -0.505  -0.117
H  2.681  1.965  0.627  0.429
H  1.996  4.644  -0.595  0.229
H  3.518  4.033  0.246  0.283
O  -2.029  -2.364  -4.058  -0.596
C  -2.109  -1.398  -3.407  0.562
O  -1.090  -1.021  -2.666  -0.598
C  -1.263  0.195  -2.009  1.028
C  -2.530  0.712  -2.774  -1.248
C  -3.320  -0.486  -3.252  -0.311
H  -0.316  0.732  -1.964  1.232
H  -1.384  0.095  -0.931  -1.095
H  -2.145  1.292  -3.612  0.466
H  -2.955  1.477  -2.124  0.426
H  -3.844  -0.193  -4.162  0.564
H  -3.994  -0.817  -2.462  -0.107
O  -1.165  -4.590  -0.400  -0.607
C  -1.918  -3.610  -0.283  -0.359
O  -2.809  -3.515  0.779  -0.399
C  -3.287  -2.214  0.942  -0.405
C  -2.967  -1.603  -0.417  -0.241
C  -1.711  -2.281  -0.977  0.240
H  -2.846  -1.703  1.798  0.461
H  -4.332  -2.205  1.250  0.778
H  -2.912  -0.518  -0.506  0.281
H  -3.787  -1.679  -1.131  0.177
H  -0.791  -1.764  -0.704  0.509
H  -1.678  -2.624  -2.011  0.112
N  2.390  0.289  1.585  0.466
C  2.450  -0.743  2.430  -0.756
C  3.724  -1.357  2.279  -1.095
C  4.527  -0.551  1.466  -1.054
C  3.615  0.419  0.916  -0.325
H  1.505  0.750  1.429  -0.980
H  1.610  -1.129  2.991  0.726
H  4.045  -2.240  2.810  0.554
H  5.577  -0.621  1.224  0.400
H  3.699  1.124  0.102  0.679
N  0.647  -2.288  1.039  2.564
C  1.878  -2.693  0.602  -1.207
C  2.219  -3.786  1.268  -0.575
C  1.023  -4.159  1.972  -1.394
C  0.031  -3.206  1.855  -0.383
H  0.246  -1.414  0.730  -1.234
H  2.488  -1.987  0.058  0.733
H  3.202  -4.215  1.141  0.570
H  0.975  -5.034  2.602  0.356
H  -0.887  -3.037  2.398  0.315

---

[2]
Molecular formula: C28H40F15O13PS
Method: DFT, ωB97M-V/def2-TZVPD

- max |F| (eV Å⁻¹) = 1.2
- 2S+1 = 1
- energy relative to the best compared isomer or geometry (same formula, charge and spin) (kcal/mol) = 0.00
- Kohn-Sham gap (Ha) = 0.3238
- net charge = 0
- structure (SMILES) = CCO[C@]1(P(C)C)C[C@H](S)OC1=O.CCOC(=O)C(F)(F)F.CCOC(=O)C(F)(F)F.CCOC(=O)C(F)(F)F.CCOC(=O)C(F)(F)F.CCOC(=O)C(F)(F)F

Each line ends with the Mulliken charge.
Cartesian coordinates (Å):
C  4.594  1.561  1.465  -0.964
C  4.438  2.848  0.640  -0.244
O  3.091  3.053  0.205  -0.468
C  2.333  4.032  0.866  2.058
P  0.508  3.749  0.417  -0.238
C  0.557  2.298  -0.688  -0.994
C  -0.306  3.060  1.912  -0.980
C  2.699  5.479  0.482  -1.606
C  2.667  6.220  1.830  0.335
S  4.397  6.375  2.450  -0.304
O  1.932  5.355  2.704  -0.397
C  2.398  4.089  2.381  -0.539
O  2.744  3.292  3.195  -0.540
H  5.428  0.969  1.083  0.321
H  3.670  0.985  1.430  0.219
H  4.788  1.818  2.507  0.257
H  5.025  2.743  -0.279  0.477
H  4.838  3.720  1.163  0.149
H  1.263  2.425  -1.504  0.455
H  -0.458  2.195  -1.082  0.325
H  0.770  1.385  -0.125  0.208
H  -0.012  3.576  2.825  0.341
H  -0.125  1.985  2.007  0.314
H  -1.378  3.213  1.771  0.414
H  3.697  5.567  0.043  0.399
H  1.991  5.919  -0.221  0.335
H  2.236  7.216  1.817  0.482
H  4.142  6.191  3.750  0.158
C  0.430  -4.311  -1.590  -0.804
C  0.288  -3.273  -2.678  -0.350
O  -0.894  -2.460  -2.482  -0.321
C  -0.768  -1.470  -1.616  0.289
O  0.197  -1.184  -0.973  -0.509
C  -2.082  -0.664  -1.558  1.014
F  -3.153  -1.465  -1.516  -0.280
F  -2.190  0.113  -2.645  -0.283
F  -2.106  0.118  -0.483  -0.235
H  -0.471  -4.925  -1.528  0.307
H  1.282  -4.956  -1.795  0.400
H  0.585  -3.840  -0.622  0.086
H  0.151  -3.737  -3.652  0.337
H  1.165  -2.629  -2.732  0.337
C  -6.079  -1.459  -1.928  -0.952
C  -7.233  -0.579  -1.505  -0.427
O  -8.016  -0.153  -2.643  -0.187
C  -8.927  -1.007  -3.083  0.253
O  -9.184  -2.089  -2.650  -0.529
C  -9.689  -0.362  -4.258  0.933
F  -8.845  0.237  -5.105  -0.236
F  -10.532  0.571  -3.787  -0.259
F  -10.394  -1.263  -4.927  -0.248
H  -5.467  -0.952  -2.672  0.279
H  -5.468  -1.700  -1.064  0.361
H  -6.442  -2.389  -2.367  0.340
H  -6.873  0.343  -1.053  0.360
H  -7.879  -1.077  -0.783  0.328
C  8.710  -0.700  5.038  -1.153
C  8.511  -0.293  3.595  0.000
O  8.488  -1.446  2.725  -0.339
C  7.329  -2.081  2.642  0.396
O  6.313  -1.809  3.206  -0.516
C  7.449  -3.247  1.638  0.880
F  8.578  -3.936  1.821  -0.258
F  7.450  -2.767  0.387  -0.266
F  6.422  -4.080  1.767  -0.233
H  9.613  -1.302  5.143  0.302
H  8.804  0.186  5.664  0.390
H  7.867  -1.289  5.397  0.313
H  9.345  0.308  3.240  0.348
H  7.596  0.282  3.461  0.140
C  -7.761  3.278  -4.433  -1.076
C  -8.586  3.610  -3.212  -0.138
O  -7.750  4.060  -2.123  -0.347
C  -7.396  5.334  -2.146  0.296
O  -7.689  6.155  -2.963  -0.514
C  -6.546  5.655  -0.898  0.951
F  -5.634  4.705  -0.672  -0.243
F  -7.340  5.736  0.178  -0.253
F  -5.919  6.815  -1.046  -0.242
H  -6.993  2.546  -4.182  0.236
H  -8.398  2.861  -5.211  0.324
H  -7.264  4.164  -4.829  0.422
H  -9.090  2.724  -2.833  0.227
H  -9.343  4.363  -3.428  0.350
C  4.885  -7.875  1.393  -1.065
C  3.395  -8.132  1.406  -0.246
O  2.690  -7.072  2.087  -0.322
C  2.433  -5.990  1.372  0.320
O  2.715  -5.796  0.226  -0.477
C  1.648  -4.977  2.233  0.961
F  2.168  -4.871  3.456  -0.251
F  0.375  -5.382  2.349  -0.276
F  1.657  -3.777  1.663  -0.237
H  5.255  -7.732  2.408  0.295
H  5.404  -8.723  0.946  0.386
H  5.124  -6.981  0.818  0.300
H  3.157  -9.032  1.967  0.328
H  2.996  -8.245  0.399  0.310

---

[3]
Molecular formula: C28H40F2IrN2O3Si
Method: DFT, ωB97M-V/def2-TZVPD

- max |F| (eV Å⁻¹) = 5.5
- 2S+1 = 2
- energy relative to the best compared isomer or geometry (same formula, charge and spin) (kcal/mol) = 24.46
- Kohn-Sham gap (spin up / spin down) (Ha) = 0.2057 / 0.2082
- net charge = 0
- <S²> = 0.755

Each line ends with the Mulliken charge.
Cartesian coordinates (Å):
Ir  -0.103  -1.363  0.176  2.356
C  -0.209  -2.698  4.503  -0.541
O  0.855  -1.934  5.036  -0.518
C  1.849  -1.450  4.267  0.374
C  2.917  -0.891  4.949  -0.599
C  4.013  -0.378  4.273  -0.661
C  4.066  -0.432  2.896  -1.036
C  3.008  -0.953  2.147  0.596
C  3.121  -0.987  0.728  -0.892
N  2.200  -1.309  -0.135  0.138
N  2.548  -1.339  -1.415  -0.940
C  1.604  -1.574  -2.315  0.275
O  0.401  -1.816  -2.030  -1.034
C  2.012  -1.423  -3.724  0.573
C  1.031  -1.432  -4.713  -0.387
C  1.359  -1.114  -6.017  -0.700
C  2.668  -0.792  -6.343  -0.387
C  3.656  -0.831  -5.369  -0.659
C  3.333  -1.150  -4.064  -0.229
C  1.832  -1.449  2.818  0.834
O  0.801  -1.844  2.197  -0.575
H  -0.630  -3.233  5.354  0.338
H  0.129  -3.407  3.750  0.237
H  -0.978  -2.057  4.067  0.114
H  2.872  -0.877  6.025  0.470
H  4.830  0.058  4.824  0.397
H  4.933  -0.054  2.375  0.399
H  4.100  -0.718  0.329  0.353
H  0.019  -1.694  -4.441  0.349
H  0.590  -1.102  -6.776  0.400
H  2.923  -0.531  -7.359  0.391
H  4.680  -0.599  -5.619  0.395
H  4.085  -1.202  -3.293  0.459
F  -0.185  -4.298  0.888  -0.219
C  -1.076  -3.378  0.403  -0.096
F  -2.106  -3.364  1.318  -0.220
H  -1.485  -3.796  -0.531  0.307
C  -2.388  2.699  2.050  -1.752
C  -1.797  1.296  1.939  2.665
C  -0.613  1.200  2.906  -2.037
C  -2.829  0.275  2.421  -1.957
Si  -1.250  0.794  0.071  -1.768
C  -0.069  2.203  -0.731  2.798
C  0.966  2.689  0.288  -1.960
C  0.728  1.629  -1.907  -1.763
C  -0.866  3.418  -1.211  -1.853
C  -2.846  0.461  -1.120  2.650
C  -3.473  -0.900  -0.813  -1.726
C  -3.910  1.543  -0.964  -1.920
C  -2.411  0.408  -2.584  -2.120
H  -2.753  2.861  3.067  0.552
H  -3.225  2.845  1.374  0.320
H  -1.638  3.460  1.846  0.306
H  -0.957  1.349  3.931  0.618
H  0.147  1.946  2.703  0.260
H  -0.154  0.219  2.843  0.374
H  -3.060  0.438  3.475  0.583
H  -2.442  -0.738  2.312  0.232
H  -3.761  0.352  1.871  0.370
H  1.483  1.853  0.754  0.268
H  0.508  3.297  1.062  0.385
H  1.712  3.307  -0.213  0.578
H  1.440  0.891  -1.553  0.232
H  1.290  2.422  -2.401  0.639
H  0.095  1.160  -2.651  0.238
H  -1.516  3.800  -0.429  0.329
H  -1.469  3.178  -2.081  0.324
H  -0.179  4.215  -1.497  0.558
H  -3.826  -0.979  0.208  0.251
H  -2.751  -1.697  -0.987  0.202
H  -4.325  -1.062  -1.472  0.592
H  -4.384  1.491  0.011  0.355
H  -4.684  1.390  -1.715  0.551
H  -3.502  2.538  -1.109  0.313
H  -1.633  -0.338  -2.730  0.334
H  -2.058  1.369  -2.942  0.272
H  -3.264  0.128  -3.201  0.649

---

[4]
Molecular formula: C28H40IrNO2SbSe4
Method: DFT, ωB97M-V/def2-TZVPD

- max |F| (eV Å⁻¹) = 0.5
- 2S+1 = 5
- Kohn-Sham gap (spin up / spin down) (Ha) = 0.2484 / 0.1927
- net charge = -1
- <S²> = 6.037

Each line ends with the Mulliken charge.
Cartesian coordinates (Å):
Ir  0.001  -0.494  -0.019  2.289
C  -2.152  6.090  1.878  -1.561
C  -1.276  5.437  2.955  2.073
C  0.123  6.064  2.909  -1.441
C  -1.891  5.741  4.321  -2.345
C  -1.173  3.934  2.684  -0.923
C  -0.625  3.501  1.505  0.590
C  -0.504  2.120  1.224  -0.047
N  0.033  1.565  0.127  -0.668
C  1.014  2.119  -0.733  -0.845
C  1.060  3.412  -1.205  -0.243
C  2.147  3.850  -1.970  -0.962
C  3.147  2.936  -2.235  -0.119
C  3.117  1.594  -1.818  -0.554
C  2.014  1.180  -1.081  1.739
O  1.849  -0.102  -0.688  -1.691
C  4.299  0.710  -2.239  2.081
C  5.600  1.335  -1.710  -1.668
C  4.249  -0.732  -1.727  -2.119
C  4.359  0.656  -3.773  -1.591
C  2.170  5.294  -2.467  2.155
C  0.976  5.531  -3.402  -1.691
C  3.452  5.615  -3.232  -2.219
C  2.071  6.256  -1.276  -1.442
C  -0.876  1.149  2.248  1.315
O  -0.490  -0.060  2.115  -1.380
C  -1.571  1.607  3.407  -0.464
C  -1.660  2.964  3.595  0.064
C  -2.186  0.667  4.453  1.959
C  -3.621  1.124  4.759  -1.715
C  -1.354  0.735  5.740  -1.650
C  -2.273  -0.799  4.011  -1.965
H  -2.236  7.165  2.056  0.440
H  -3.155  5.661  1.879  0.360
H  -1.733  5.947  0.882  0.252
H  0.063  7.138  3.097  0.459
H  0.595  5.919  1.936  0.115
H  0.775  5.619  3.663  0.351
H  -1.924  6.822  4.473  0.459
H  -1.306  5.309  5.135  0.408
H  -2.912  5.365  4.399  0.390
H  -0.289  4.225  0.785  -0.093
H  0.239  4.084  -1.017  1.061
H  3.997  3.259  -2.819  0.338
H  5.584  1.388  -0.620  0.366
H  5.765  2.343  -2.091  0.302
H  6.452  0.721  -2.010  0.458
H  4.203  -0.779  -0.641  0.390
H  5.161  -1.235  -2.060  0.505
H  3.390  -1.277  -2.112  0.401
H  4.479  1.644  -4.217  0.319
H  3.446  0.214  -4.176  0.350
H  5.203  0.040  -4.091  0.445
H  1.023  4.866  -4.265  0.377
H  0.967  6.564  -3.759  0.431
H  0.030  5.344  -2.893  0.323
H  3.563  4.989  -4.119  0.420
H  4.339  5.480  -2.610  0.385
H  3.430  6.656  -3.561  0.427
H  1.142  6.115  -0.721  0.168
H  2.095  7.292  -1.622  0.473
H  2.898  6.105  -0.581  0.342
H  -2.128  3.314  4.504  0.403
H  -3.670  2.134  5.163  0.338
H  -4.067  0.454  5.498  0.472
H  -4.234  1.087  3.857  0.387
H  -1.323  1.748  6.148  0.306
H  -0.327  0.415  5.552  0.336
H  -1.783  0.076  6.498  0.449
H  -2.796  -0.926  3.061  0.426
H  -2.831  -1.343  4.777  0.443
H  -1.294  -1.257  3.902  0.305
Se  -2.355  -3.993  -3.067  -0.587
Sb  -2.338  -3.157  -0.850  0.612
Se  -2.270  -0.596  -0.707  -0.397
Se  0.141  -2.854  -0.038  -0.292
Se  -3.590  -4.087  0.936  -0.589